Record 1
2 unconnected molecules or ions with the total composition C5H11N in a non-equilibrium geometry. Source: the Open Molecules 2025 dataset; level of theory: ωB97M-V with the def2-TZVPD basis set.

```
17
C5H11N, DFT ωB97M-V with the def2-TZVPD basis set
C -3.07810 0.27675 0.26668
C -1.76538 0.74129 0.84121
C -1.17517 1.87580 0.49882
H -3.65568 -0.27700 0.99257
H -3.67056 1.08232 -0.16193
H -2.85745 -0.43433 -0.53719
H -1.21983 -0.10540 1.25213
H -0.33512 2.25906 1.07097
H -1.44332 2.51881 -0.33349
C 2.00807 -1.91261 -0.21834
C 3.00924 0.09936 -0.88824
N 3.03641 -1.15763 -0.89273
H 2.20868 -1.99557 0.84961
H 1.83965 -2.87089 -0.69838
H 1.02570 -1.41751 -0.27667
H 3.80570 0.61053 -1.40761
H 2.26715 0.70703 -0.35743
```

Output
Structure (SMILES): C=CC.C=NC
ΔE to the lowest compared entry with this formula, charge and spin (kJ/mol): 224.0
Maximum force (eV/A): 1.8
LUMO level (Eh): 0.037
DFT total energy (Eh): -251.777213
Orbital gap (eV): 10.426

Calculated atomic charges, method natural (NBO), unit e:
1. C -0.6504
2. C -0.1690
3. C -0.4101
4. H 0.2177
5. H 0.2119
6. H 0.2145
7. H 0.1968
8. H 0.1935
9. H 0.1945
10. C -0.4523
11. C -0.0564
12. N -0.3892
13. H 0.2073
14. H 0.2058
15. H 0.1757
16. H 0.1701
17. H 0.1396

=====

Record 2
A single C2H4N4O molecule. Source: the Open Molecules 2025 dataset; level of theory: ωB97M-V with the def2-TZVPD basis set.

```
11
C2H4N4O, DFT ωB97M-V with the def2-TZVPD basis set
N -1.43507 0.99468 1.42301
C -0.47151 0.46182 0.59557
N 0.78656 0.31510 0.96389
N 1.30073 -0.35399 -0.10981
C 0.34348 -0.53286 -1.03254
O 0.58397 -1.22034 -2.16770
N -0.79858 -0.03241 -0.63682
H -1.06206 1.55730 2.17342
H -2.19699 1.42763 0.92274
H 2.29453 -0.46812 -0.22317
H 0.65495 -2.14881 -1.90858
```

Output
Structure (SMILES): Nc1n[nH]c(O)n1
ΔE to the lowest compared entry with this formula, charge and spin (kJ/mol): 43.4
Maximum force (eV/A): 0.4
LUMO level (Eh): 0.020
DFT total energy (Eh): -372.883794
Orbital gap (eV): 9.205

Calculated atomic charges, method natural (NBO), unit e:
1. N -0.8065
2. C 0.4619
3. N -0.3596
4. N -0.3996
5. C 0.6175
6. O -0.6685
7. N -0.5332
8. H 0.3895
9. H 0.3911
10. H 0.4137
11. H 0.4936

=====

Record 3
A molecular structure, C19H13F6N5O4OsS2 in a non-equilibrium geometry. Source: the Open Molecules 2025 dataset; level of theory: ωB97M-V with the def2-TZVPD basis set.

```
50
C19H13F6N5O4OsS2, DFT ωB97M-V with the def2-TZVPD basis set
Os -0.02354 0.48594 -0.15195
C -3.48118 -2.01642 3.42905
C -2.95151 -3.06711 2.68561
C -1.99301 -2.82318 1.72641
C -1.55256 -1.50288 1.50052
C -2.14809 -0.44149 2.20926
C -3.08173 -0.70066 3.18219
N -0.58974 -1.21119 0.55086
C 0.35011 -2.19947 0.15392
C 0.81488 -3.27727 0.90149
C 1.79335 -4.09329 0.34415
C 2.30742 -3.85050 -0.92181
C 1.89878 -2.73848 -1.66341
C 0.95748 -1.93061 -1.08746
N 0.45148 -0.70133 -1.59988
N 0.13533 -0.56044 -2.79347
C -0.66762 0.58671 -2.94086
C -1.05469 1.05320 -4.17150
C -1.92192 2.14539 -4.20413
C -2.35901 2.70767 -3.01794
C -1.92186 2.17998 -1.81080
N -1.10060 1.12986 -1.77421
H -4.22902 -2.21740 4.18465
H -3.30534 -4.07612 2.84440
H -1.64676 -3.63564 1.10479
H -1.85323 0.57900 2.01204
H -3.51498 0.11261 3.74720
H 0.47096 -3.45430 1.90986
H 2.17003 -4.92781 0.91930
H 3.05960 -4.51239 -1.32891
H 2.32967 -2.50159 -2.62602
H -0.68742 0.57356 -5.06768
H -2.25134 2.54671 -5.15296
H -3.03040 3.55420 -3.01133
H -2.21819 2.59638 -0.85741
F 0.78862 3.98725 2.21109
C 0.47840 2.74438 2.47172
F 0.03849 2.60280 3.69583
F -0.53856 2.37082 1.61766
S 1.92451 1.58930 2.18105
O 1.19577 0.40995 1.59249
O 2.53608 1.35568 3.42722
N 2.84051 2.28660 1.12711
S 2.46477 2.06424 -0.38184
O 1.01299 2.38341 -0.58582
O 2.80265 0.78237 -0.93808
C 3.63459 3.22891 -1.25898
F 3.51933 4.45080 -0.79173
F 3.31182 3.18141 -2.53752
F 4.83468 2.75047 -1.05418
```

Output
ΔE to the lowest compared entry with this formula, charge and spin (kJ/mol): 0.0
Net charge: +2
Maximum force (eV/A): 1.3
LUMO level (alpha / beta) (Eh): -0.352 / -0.353
DFT total energy (Eh): -2792.141788
Orbital gap (alpha / beta) (eV): 5.638 / 5.640

Calculated atomic charges, method natural (NBO), unit e:
1. Os 1.1133
2. C -0.0753
3. C -0.2053
4. C -0.1611
5. C 0.1513
6. C -0.1801
7. C -0.1838
8. N -0.2442
9. C 0.0384
10. C -0.1455
11. C -0.1771
12. C -0.1098
13. C -0.1800
14. C 0.1784
15. N -0.0608
16. N -0.0594
17. C 0.2640
18. C -0.1624
19. C -0.0949
20. C -0.2015
21. C 0.1068
22. N -0.4311
23. H 0.2524
24. H 0.2558
25. H 0.2425
26. H 0.2241
27. H 0.2513
28. H 0.2550
29. H 0.2586
30. H 0.2576
31. H 0.2650
32. H 0.2738
33. H 0.2645
34. H 0.2678
35. H 0.2380
36. F -0.2646
37. C 0.7433
38. F -0.2660
39. F -0.3448
40. S 2.2367
41. O -0.9582
42. O -0.8033
43. N -1.1441
44. S 2.1654
45. O -0.9401
46. O -0.9139
47. C 0.8188
48. F -0.2717
49. F -0.2832
50. F -0.2607

=====

Record 4
A single C3H6N4 molecule in a non-equilibrium geometry. Source: the Open Molecules 2025 dataset; level of theory: ωB97M-V with the def2-TZVPD basis set.

```
13
C3H6N4, DFT ωB97M-V with the def2-TZVPD basis set
C -1.02409 -0.37699 -2.19084
C 0.25011 0.07333 1.46692
C 0.22324 -0.63008 2.64529
N 0.53928 0.53159 0.44590
N 0.45631 1.33485 -0.51817
N 0.77541 0.88074 -1.83785
N -0.00077 0.25607 -2.64324
H -1.48687 -0.12859 -1.22542
H -1.57040 -0.82038 -2.96749
H -0.70605 -0.32929 3.39691
H 1.07199 -0.49783 3.34204
H 0.10132 -1.70572 2.55956
H 1.37052 1.41230 -2.47362
```

Output
ΔE to the lowest compared entry with this formula, charge and spin (kJ/mol): 619.0
Maximum force (eV/A): 6.2
LUMO level (Eh): 0.020
DFT total energy (Eh): -336.713472
Orbital gap (eV): 8.200

Calculated atomic charges, method natural (NBO), unit e:
1. C -0.2889
2. C 0.3009
3. C -0.7217
4. N -0.0039
5. N -0.2933
6. N -0.2840
7. N -0.1921
8. H 0.1609
9. H 0.1789
10. H 0.2519
11. H 0.2441
12. H 0.2692
13. H 0.3780

=====

Record 5
A molecular structure, C4H8O3 in a non-equilibrium geometry. Source: the Open Molecules 2025 dataset; level of theory: ωB97M-V with the def2-TZVPD basis set.

```
15
C4H8O3, DFT ωB97M-V with the def2-TZVPD basis set
C 1.75893 0.54482 -0.84030
C 0.68205 -0.33655 -0.44197
O 0.97101 0.11001 1.32347
C -0.77842 -0.28337 -0.85085
O -1.61092 -1.02013 0.05146
C -2.01398 -0.31356 1.12062
O -1.84090 0.83506 1.29616
H 2.36050 0.28557 -1.71823
H 1.90743 0.37989 0.58447
H 1.58647 1.61179 -0.69343
H 0.95422 -1.39375 -0.35792
H 0.47741 0.91238 1.60666
H -0.81586 -0.87912 -1.77442
H -1.18092 0.70737 -1.06482
H -2.54019 -1.00510 1.81193
```

Output
ΔE to the lowest compared entry with this formula, charge and spin (kJ/mol): 453.2
Maximum force (eV/A): 2.5
LUMO level (Eh): 0.029
DFT total energy (Eh): -382.792185
Orbital gap (eV): 9.046

Calculated atomic charges, method natural (NBO), unit e:
1. C -0.8635
2. C 0.1358
3. O -0.8569
4. C -0.1474
5. O -0.5012
6. C 0.6670
7. O -0.5885
8. H 0.2348
9. H 0.4568
10. H 0.2067
11. H 0.1996
12. H 0.4965
13. H 0.2214
14. H 0.2143
15. H 0.1244

=====

Record 6
6 unconnected molecules or ions with the total composition H12O6 in a non-equilibrium geometry. Source: the Open Molecules 2025 dataset; level of theory: ωB97M-V with the def2-TZVPD basis set.

```
18
H12O6, DFT ωB97M-V with the def2-TZVPD basis set
O -2.51511 -1.91294 0.12683
H -2.19311 -1.64394 -0.64617
H -2.70311 -1.03894 0.82983
O 0.16089 -0.23994 0.68083
H 1.30989 -0.25294 0.64583
H 0.22689 -0.39794 -0.31217
O 2.98189 -0.65994 0.57483
H 3.05389 -0.30794 -0.28317
H 3.43189 -0.24794 1.29283
O 0.88289 1.58206 -1.57817
H 0.19789 1.88206 -0.96417
H 1.61389 2.31706 -1.49117
O -0.49811 1.15706 2.78183
H -0.20811 0.66406 1.97283
H -0.13711 0.55606 3.53183
O -1.60111 -0.68494 -2.23317
H -2.37411 -0.99394 -2.70517
H -1.63011 0.22306 -2.22417
```

Output
Structure (SMILES): O.O.O.O.O.O
ΔE to the lowest compared entry with this formula, charge and spin (kJ/mol): 318.3
Maximum force (eV/A): 9.4
LUMO level (Eh): 0.003
DFT total energy (Eh): -458.551229
Orbital gap (eV): 10.443

Calculated atomic charges, method natural (NBO), unit e:
1. O -0.9531
2. H 0.4659
3. H 0.4788
4. O -1.0133
5. H 0.4956
6. H 0.4904
7. O -0.9407
8. H 0.4966
9. H 0.5009
10. O -0.9609
11. H 0.4830
12. H 0.4786
13. O -0.9825
14. H 0.4954
15. H 0.4561
16. O -0.9443
17. H 0.4808
18. H 0.4726